Entry 1:
Here is a molecular structure, C43H55AlN3O5P2SSbSe2 from OMol25. Energies are from wB97M-V/def2-TZVPD.

Computed properties:
Charge ... 0
Total energy ... -8578.62311 Ha
Orbital gap ... 7.0 eV
Highest occupied orbital energy ... -6.911 eV
ΔE to the lowest compared entry with this formula, charge and spin ... 40.6 kcal per mole
Maximum force ... 0.014 hartree/bohr

CARTESIAN COORDINATES (ANGSTROEM)
H (2.129, -2.384, -6.844)
H (-2.686, -2.365, 4.017)
Se (-1.669, -1.108, 2.098)
O (0.057, 0.808, 5.935)
H (1.602, 1.079, -3.393)
H (-3.527, -4.599, -0.053)
C (-5.201, 5.181, 0.237)
H (6.076, 1.419, 0.620)
H (-2.105, 2.254, -2.697)
H (-1.854, 5.161, -5.820)
H (0.025, 7.905, 3.650)
C (2.435, -1.651, -4.859)
H (-3.181, 5.836, -0.002)
H (-3.643, -0.001, 4.512)
H (-2.277, -0.604, 8.148)
C (5.549, -1.911, 0.377)
O (1.895, 2.753, -1.033)
C (-0.657, 5.051, 1.098)
C (-1.106, 4.965, 2.416)
Al (0.091, -0.674, -1.087)
H (0.166, -0.055, 4.062)
H (-7.120, 4.251, 0.477)
H (2.839, -5.154, -1.241)
C (-1.739, -1.831, 3.938)
H (-0.367, 1.593, 5.570)
C (-0.198, -0.272, 5.072)
C (-0.253, -5.347, 1.723)
C (4.646, 0.494, -0.672)
H (5.898, -2.851, 0.781)
H (0.563, -6.544, -2.588)
H (-3.773, 1.601, 0.232)
C (2.116, -4.560, -1.810)
C (-2.046, -4.017, -2.205)
C (-1.834, 3.253, -3.023)
C (2.839, -2.248, -6.040)
H (-0.858, 6.772, -4.231)
H (-2.623, 1.216, 5.285)
H (-5.600, 6.188, 0.227)
H (1.403, -1.340, -4.741)
C (6.107, -0.715, 0.809)
C (-1.134, 5.779, -3.897)
H (-0.677, -6.379, -1.338)
H (-1.201, -4.214, -2.860)
H (0.875, 8.071, 1.333)
Sb (-1.181, 3.346, -0.122)
H (-0.616, -5.243, 2.747)
C (-4.166, 2.612, 0.248)
H (-1.236, 5.889, 4.343)
H (2.238, -4.791, -2.871)
H (5.373, -1.738, -3.177)
C (-3.837, 4.979, 0.108)
C (0.066, 6.181, 0.733)
H (4.107, -2.839, -0.888)
C (5.055, -2.500, -5.152)
H (3.222, 1.612, -2.920)
H (2.325, -3.503, -1.675)
C (4.077, -0.698, -1.112)
H (-1.035, -5.820, 1.133)
H (-2.412, -3.004, -2.390)
H (-1.391, -2.007, 6.714)
O (-2.398, -0.269, 7.256)
C (-2.039, 3.609, -4.347)
S (-1.909, -0.402, -1.555)
H (-0.923, -2.547, 4.049)
Se (-2.104, 1.086, 2.835)
C (-3.303, 3.692, 0.119)
H (-2.434, -3.867, 1.132)
C (-0.867, 5.978, 3.330)
H (-3.071, -1.879, 6.154)
P (-0.091, -3.798, -0.438)
C (-2.147, -1.311, 6.330)
C (3.344, -1.454, -3.817)
H (4.466, -3.154, -7.105)
C (-1.283, 4.158, -2.113)
C (5.653, 0.483, 0.285)
H (6.889, -0.719, 1.556)
C (4.151, -2.679, -6.186)
H (0.384, -1.111, 5.464)
H (0.966, -6.893, -0.901)
N (-1.642, -4.141, -0.797)
C (0.379, -6.241, -1.555)
C (1.168, -3.389, 1.900)
C (2.362, 1.020, -2.607)
O (1.055, 0.734, -0.613)
C (-2.756, -3.840, 0.096)
H (1.367, -2.402, 1.490)
C (-0.928, 5.420, -2.570)
O (0.469, -2.427, -0.757)
C (4.656, -1.887, -3.972)
H (-3.160, -2.850, -0.125)
H (0.890, -3.270, 2.947)
N (0.753, -4.846, -1.394)
C (-1.691, 4.877, -4.788)
H (4.308, 1.446, -1.053)
H (-6.195, 1.957, 0.470)
H (0.482, 6.271, -0.262)
C (4.536, -1.899, -0.566)
H (0.625, -6.002, 1.735)
C (-2.625, 0.388, 4.577)
C (-0.160, 7.108, 2.942)
N (0.071, -4.032, 1.188)
C (-5.536, 2.810, 0.374)
H (-0.495, 6.152, -1.903)
C (1.750, 1.597, -1.330)
C (-6.054, 4.094, 0.375)
H (6.079, -2.831, -5.264)
C (-1.663, -0.725, 4.997)
H (-2.826, -4.751, -2.407)
C (0.311, 7.201, 1.644)
H (2.081, -3.993, 1.853)
H (-2.472, 2.893, -5.034)
P (2.678, -0.747, -2.278)
H (-1.671, 4.095, 2.737)

Here are the Löwdin charges for atoms 1 to 6, given in e: H 0.105; H 0.068; Se 0.627; O -0.034; H 0.107; H 0.092

=====

Entry 2:
Here is C8H8N2O in the gas phase from OMol25. Energies are from wB97M-V/def2-TZVPD.

Computed properties:
Charge ... 0
Total energy ... -494.31098 Ha
SMILES ... OCc1nc2ccccc2[nH]1
Orbital gap ... 9.0 eV
Highest occupied orbital energy ... -8.532 eV
ΔE to the lowest compared entry with this formula, charge and spin ... 77.1 kcal per mole
Maximum force ... 0.134 hartree/bohr

CARTESIAN COORDINATES (ANGSTROEM)
H (-1.068, 2.479, -0.032)
H (3.042, 0.418, 1.353)
C (1.558, -0.522, -0.014)
C (-0.648, -0.986, -0.075)
O (3.399, 0.722, 0.477)
C (-2.992, -0.430, 0.073)
C (-2.654, 0.965, 0.165)
H (-4.024, -0.728, 0.437)
H (-2.148, -2.542, 0.297)
H (3.310, -0.273, -1.392)
H (1.051, 1.638, -0.579)
C (-1.376, 1.388, -0.188)
C (-0.378, 0.347, -0.393)
H (3.682, -1.508, -0.116)
C (-1.994, -1.401, 0.030)
C (3.108, -0.469, -0.253)
H (-3.373, 1.844, 0.420)
N (0.641, -1.585, 0.054)
N (0.864, 0.644, -0.264)

Here are the Löwdin charges for atoms 1 to 6, given in e: H 0.125; H 0.112; C -0.245; C -0.234; O -0.095; C -0.115

=====

Entry 3:
Here is a molecular structure, C5H12DyMgO3 from OMol25. Energies are from wB97M-V/def2-TZVPD.

Computed properties:
Charge ... +1
Total energy ... -1508.28847 Ha
Orbital gap (alpha / beta) ... 7.2 / 5.5 eV
Highest occupied orbital energy (alpha / beta) ... -10.555 / -9.120 eV
ΔE to the lowest compared entry with this formula, charge and spin ... 23.0 kcal per mole
Spin multiplicity ... 6
Maximum force ... 0.078 hartree/bohr

CARTESIAN COORDINATES (ANGSTROEM)
Mg (-4.099, -2.472, -0.531)
C (0.008, 0.559, 1.397)
H (-1.036, -0.082, 1.663)
O (-0.678, 0.955, -0.890)
H (1.493, -0.842, 2.135)
C (1.269, -0.263, 1.228)
C (-0.213, 1.593, 0.311)
H (2.136, 0.369, 0.972)
H (-0.710, 2.303, -2.425)
H (0.705, 2.129, 0.022)
O (-2.394, -1.812, 0.070)
C (-1.425, 1.784, -1.771)
O (1.101, -1.186, 0.143)
C (2.197, -2.053, -0.106)
Dy (-0.662, -1.252, -1.198)
H (-0.967, 2.316, 0.651)
H (2.554, -2.482, 0.841)
H (-2.167, 1.145, -2.265)
H (2.991, -1.484, -0.607)
H (0.084, 1.087, 2.356)
H (-2.022, 2.529, -1.227)
H (1.833, -2.844, -0.772)

Here are the Löwdin charges for atoms 1 to 6, given in e: Mg 0.684; C -0.157; H 0.191; O -0.447; H 0.144; C -0.181

=====

Entry 4:
Here is a molecular structure, C25H34N6O2SiTm from OMol25. Energies are from wB97M-V/def2-TZVPD.

Computed properties:
Charge ... +1
Total energy ... -2826.58278 Ha
Orbital gap (alpha / beta) ... 5.9 / 5.9 eV
Highest occupied orbital energy (alpha / beta) ... -9.792 / -9.792 eV
ΔE to the lowest compared entry with this formula, charge and spin ... 0.0 kcal per mole
Spin multiplicity ... 3
Maximum force ... 0.050 hartree/bohr

CARTESIAN COORDINATES (ANGSTROEM)
C (0.997, 3.174, 1.833)
H (3.678, 0.043, 1.131)
C (-1.867, -2.609, -0.939)
C (-1.694, 1.703, -0.582)
H (3.162, -3.462, -1.300)
C (-0.223, 1.722, -4.070)
H (1.758, -2.716, -0.360)
N (-1.374, 0.964, 0.513)
C (-2.291, -1.332, 4.602)
C (-3.514, 2.689, 0.571)
N (0.841, -2.288, -0.536)
H (2.367, 0.685, -2.291)
C (2.656, 0.266, 1.513)
H (-2.229, 2.080, -3.250)
H (-3.506, 0.296, 3.719)
H (1.236, 4.228, 1.857)
H (-3.035, 3.069, -1.528)
C (3.755, 3.210, 0.790)
H (0.283, 2.975, 2.654)
H (-2.202, -2.081, -3.337)
H (-3.029, -1.625, 5.368)
H (-0.656, -2.737, 5.069)
N (-0.549, -0.655, 2.416)
H (4.822, 2.908, 0.694)
C (1.385, 0.937, -2.562)
H (2.346, 1.887, 4.464)
H (3.312, -3.692, -3.035)
H (0.748, -2.073, 3.229)
H (3.448, 3.192, 4.208)
C (-4.783, 3.789, 0.835)
H (-0.062, -5.045, -3.141)
O (-5.648, 3.336, 1.594)
H (1.238, -4.635, -4.242)
C (-2.155, 0.949, 1.587)
H (0.615, 2.948, 0.859)
H (-1.389, -2.813, 0.050)
C (1.110, 1.422, -3.817)
Si (2.694, 2.154, 1.947)
Tm (0.573, -0.331, 0.441)
N (1.311, -3.542, -2.421)
C (-0.202, -1.552, 3.360)
H (-0.530, -2.349, -3.948)
N (0.436, 0.923, -1.585)
N (-0.913, -2.919, -1.952)
H (4.032, 1.630, 3.952)
C (0.409, -2.895, -1.636)
H (-3.722, 2.199, 2.670)
H (-2.304, -1.593, -1.029)
H (2.522, -0.356, 2.403)
H (2.777, -2.126, -2.449)
H (-0.519, 1.890, -5.089)
H (3.774, 4.208, 1.281)
H (-2.668, -3.365, -1.095)
C (-1.076, -1.981, 4.385)
C (3.169, 2.228, 3.786)
O (-4.565, 4.724, 0.038)
C (2.720, -3.177, -2.272)
C (-2.767, 2.557, -0.616)
H (-1.612, -3.679, -3.761)
C (-0.855, 1.423, -1.806)
H (1.985, 1.705, -4.506)
C (0.968, -4.762, -3.162)
C (-1.345, -2.728, -3.335)
H (3.361, 3.254, -0.237)
C (-1.742, -0.015, 2.614)
C (-3.190, 1.920, 1.670)
H (1.552, -5.621, -2.766)
C (-1.212, 1.797, -3.092)
C (-2.612, -0.333, 3.645)

Here are the Löwdin charges for atoms 1 to 6, given in e: C -0.177; H -0.023; C -0.057; C -0.209; H 0.104; C -0.025

=====

Entry 5:
Here is C2H2O2S in the gas phase from OMol25. Energies are from wB97M-V/def2-TZVPD.

Computed properties:
Charge ... 0
Total energy ... -626.02988 Ha
SMILES ... O=CC(=O)S
Orbital gap ... 9.3 eV
Highest occupied orbital energy ... -10.219 eV
ΔE to the lowest compared entry with this formula, charge and spin ... 20.4 kcal per mole
Maximum force ... 0.084 hartree/bohr

CARTESIAN COORDINATES (ANGSTROEM)
O (1.754, -0.863, -0.079)
O (-0.593, 1.783, -0.057)
C (1.474, 0.282, 0.037)
S (-1.206, -0.768, 0.011)
H (-0.449, -1.891, 0.135)
H (2.133, 1.271, 0.377)
C (-0.086, 0.643, 0.030)

Here are the Löwdin charges for atoms 1 to 6, given in e: O 0.045; O -0.029; C -0.226; S 0.825; H -0.117; H 0.180

=====

Entry 6:
Here is C27H30N2O5 in the gas phase from OMol25. Energies are from wB97M-V/def2-TZVPD.

Computed properties:
Charge ... 0
Total energy ... -1532.61231 Ha
SMILES ... CC(=O)n1cc([C@@H]2C=C(C(=O)NCc3ccccc3)O[C@H](OCCCCO)C2)c2ccccc21
Orbital gap ... 8.9 eV
Highest occupied orbital energy ... -8.297 eV
ΔE to the lowest compared entry with this formula, charge and spin ... 7.1 kcal per mole
Maximum force ... 0.017 hartree/bohr

CARTESIAN COORDINATES (ANGSTROEM)
C (3.410, 2.458, -2.116)
H (1.730, 3.388, 4.035)
C (-4.672, -2.776, 1.094)
C (1.543, 3.007, 3.030)
H (1.756, 2.563, -3.485)
H (0.230, 3.481, 1.397)
H (0.158, -5.919, -2.730)
C (-3.550, -3.007, 0.307)
C (3.676, 1.096, -2.049)
C (-1.682, -2.931, -0.934)
C (0.180, 1.432, -1.934)
H (1.459, 1.919, 3.090)
H (4.221, 4.420, -1.852)
H (2.578, 1.787, 0.991)
H (-3.786, -6.396, -0.074)
O (-0.423, 1.414, 0.420)
H (6.453, 3.615, -1.201)
H (-6.334, -3.697, 2.062)
H (0.118, 4.616, 2.750)
H (2.744, 4.433, 1.923)
C (-5.457, -3.853, 1.450)
N (1.038, 2.402, -1.575)
C (-5.139, -5.143, 1.033)
H (-0.475, -4.304, -3.096)
C (0.228, 3.563, 2.485)
C (-1.433, 1.127, 1.384)
O (0.064, 1.011, -3.073)
H (-2.517, -0.560, 2.149)
C (-1.610, -0.014, -1.091)
H (-2.312, 1.758, 1.138)
H (3.666, 3.075, 2.606)
C (-3.238, -4.318, -0.110)
H (2.892, 0.393, -2.294)
C (5.931, 1.548, -1.372)
C (-1.457, -5.337, -1.488)
H (-3.467, -0.254, -0.073)
H (-1.744, -0.316, -2.117)
H (1.185, 2.607, -0.595)
O (-1.877, -6.464, -1.372)
C (5.674, 2.906, -1.439)
C (-0.673, 0.898, -0.826)
C (-0.228, -5.000, -2.297)
H (6.910, 1.194, -1.083)
H (-5.774, -5.965, 1.328)
H (-0.940, 2.770, 4.125)
H (-4.922, -1.776, 1.417)
H (5.126, -0.419, -1.632)
O (2.618, 2.742, 0.860)
H (-0.925, -0.943, 1.481)
C (4.929, 0.642, -1.679)
C (-2.448, -0.663, -0.034)
H (-0.808, -2.630, -1.474)
H (-1.906, 3.258, 2.706)
H (0.536, -4.555, -1.663)
C (2.721, 3.359, 2.123)
C (2.029, 2.927, -2.490)
O (-0.969, 1.418, 2.654)
H (1.983, 4.020, -2.479)
C (-4.029, -5.397, 0.249)
C (-2.538, -2.144, -0.239)
C (-1.827, -0.348, 1.334)
C (4.419, 3.358, -1.806)
C (-0.968, 2.786, 3.032)
N (-2.078, -4.260, -0.882)

Here are the Löwdin charges for atoms 1 to 6, given in e: C -0.222; H 0.117; C -0.023; C -0.174; H 0.129; H 0.099

=====

What is the formula in the first record?
C43H55AlN3O5P2SSbSe2

=====

Look up the charge of the first one.
0

=====

Among the records above, which one has the lowest ΔE to the lowest compared entry with this formula, charge and spin?
C25H34N6O2SiTm

=====

The highest total energy belongs to which entry?
C8H8N2O